Version i
{"formula": "C41H59GeN3O5PSSi2Ti", "method": "ωB97M-V/def2-TZVPD", "s2": 0.767, "e_homo_ev": [-7.2, -7.2], "e_lumo_ev": [-0.1, -0.1], "spin_multiplicity": 2, "gap_ev": [7.10, 7.03], "species": ["Ti", "C", "Si", "C", "C", "C", "C", "C", "C", "C", "C", "H", "H", "H", "H", "H", "H", "H", "H", "H", "H", "H", "H", "H", "H", "H", "H", "H", "H", "H", "H", "H", "O", "S", "O", "N", "C", "O", "C", "C", "C", "C", "C", "C", "H", "H", "H", "H", "C", "C", "C", "C", "C", "C", "Ge", "C", "C", "C", "C", "C", "C", "C", "C", "C", "C", "C", "C", "H", "H", "H", "H", "H", "H", "H", "H", "H", "H", "H", "H", "H", "H", "H", "N", "C", "P", "O", "O", "C", "N", "H", "H", "H", "H", "H", "H", "H", "H", "H", "H", "C", "Si", "C", "C", "C", "C", "H", "H", "H", "H", "H", "H", "H", "H", "H"], "positions_angstrom": [[0.0006, -0.6895, 0.2152], [1.9951, -1.2398, 3.2693], [2.2280, -1.5152, 1.3874], [3.8238, -0.5379, 0.9215], [4.3420, -0.9060, -0.4728], [3.4324, 0.9489, 0.9056], [4.9639, -0.7134, 1.9301], [2.3934, -3.4149, 1.0983], [3.7327, -4.0096, 1.5361], [2.1771, -3.7032, -0.3962], [1.2779, -4.1290, 1.8678], [2.8837, -1.4696, 3.8631], [1.1765, -1.8675, 3.6289], [1.7428, -0.1899, 3.4570], [3.5730, -0.7699, -1.2353], [4.6906, -1.9398, -0.5187], [5.1947, -0.2650, -0.7292], [2.5973, 1.1489, 0.2270], [4.2788, 1.5609, 0.5711], [3.1622, 1.2956, 1.9081], [5.3432, -1.7361, 1.9542], [4.6632, -0.4427, 2.9444], [5.8008, -0.0600, 1.6548], [4.5655, -3.6202, 0.9492], [3.7195, -5.0985, 1.4031], [3.9425, -3.8102, 2.5906], [2.8994, -3.1908, -1.0325], [1.1831, -3.3874, -0.7306], [2.2575, -4.7791, -0.5925], [1.3946, -4.0522, 2.9502], [1.2648, -5.1941, 1.6056], [0.2968, -3.7097, 1.6267], [-4.1496, -4.0250, -3.5106], [-2.7759, -3.6307, -3.6016], [-1.8708, -4.3744, -4.4179], [-2.1596, -3.5224, -2.0482], [-1.8888, -2.2996, -1.7735], [-1.4671, -1.9765, -0.5578], [-2.1721, -1.2710, -2.8061], [-2.0598, 0.1070, -2.7584], [-2.4447, 0.8299, -3.8802], [-2.9183, 0.1866, -5.0189], [-3.0436, -1.1987, -5.0636], [-2.6695, -1.8955, -3.9360], [-1.6767, 0.6192, -1.8862], [-2.3600, 1.9087, -3.8660], [-3.1981, 0.7728, -5.8845], [-3.4263, -1.7026, -5.9403], [-5.6725, 1.9178, 0.0835], [-4.9493, 3.1032, 0.1122], [-3.5728, 3.0783, 0.2951], [-2.8779, 1.8777, 0.4635], [-3.6287, 0.7018, 0.4268], [-5.0065, 0.7113, 0.2375], [-0.8912, 1.8207, 0.7243], [-0.2991, 3.3987, -0.3046], [-0.3361, 4.6907, 0.2207], [0.0295, 5.7902, -0.5467], [0.4398, 5.6152, -1.8608], [0.4929, 4.3352, -2.3964], [0.1300, 3.2399, -1.6237], [-0.7421, 2.4824, 2.6117], [-1.8285, 2.9288, 3.3717], [-1.6867, 3.2816, 4.7117], [-0.4431, 3.1940, 5.3305], [0.6572, 2.7760, 4.5901], [0.5032, 2.4333, 3.2505], [-6.7439, 1.9354, -0.0714], [-5.4597, 4.0497, -0.0186], [-3.0270, 4.0164, 0.2882], [-3.1227, -0.2523, 0.5299], [-5.5577, -0.2217, 0.1912], [-0.6442, 4.8506, 1.2494], [-0.0033, 6.7837, -0.1158], [0.7242, 6.4701, -2.4613], [0.8268, 4.1885, -3.4171], [0.2091, 2.2424, -2.0473], [-2.8094, 2.9971, 2.9143], [-2.5451, 3.6371, 5.2700], [-0.3272, 3.4760, 6.3697], [1.6351, 2.7227, 5.0531], [1.3754, 2.1119, 2.6904], [-1.3537, 0.0854, 4.5345], [-2.5934, -0.4710, 3.9044], [-1.8937, -1.9274, 3.0174], [-1.3064, -2.7974, 4.0647], [-1.0160, -1.2562, 1.9825], [-3.1967, -2.8140, 2.0921], [-2.5015, -3.5663, 1.0248], [-0.7227, 0.4289, 3.7970], [-0.8681, -0.6626, 5.0419], [-1.5424, 0.8886, 5.1401], [-3.0089, 0.2889, 3.2470], [-3.2862, -0.7323, 4.7017], [-3.8919, -2.1150, 1.6247], [-3.7445, -3.4732, 2.7652], [-1.8240, -4.2188, 1.4153], [-1.9188, -2.7895, 0.2255], [-3.1513, -4.1083, 0.4601], [1.0340, 0.9695, -5.4858], [2.3134, 0.3296, -4.2748], [3.1290, -1.2141, -4.9427], [3.5973, 1.6444, -3.9304], [1.4580, -0.0647, -2.7064], [0.9223, -0.2902, -1.6281], [1.4813, 1.1633, -6.4639], [0.5897, 1.9009, -5.1263], [0.2289, 0.2435, -5.6166], [3.4975, -1.0551, -5.9589], [2.4272, -2.0497, -4.9603], [3.9769, -1.5022, -4.3176], [4.1605, 1.8951, -4.8327], [4.3035, 1.2881, -3.1770], [3.1356, 2.5564, -3.5473]], "lowdin_charge": [0.624, -0.201, 0.695, -0.647, -0.102, -0.113, -0.102, -0.655, -0.098, -0.101, -0.113, 0.027, -0.006, 0.000, 0.044, 0.064, 0.083, 0.054, 0.087, 0.056, 0.065, 0.065, 0.083, 0.063, 0.082, 0.080, 0.066, 0.060, 0.086, 0.079, 0.088, 0.038, -0.286, 0.659, -0.272, 0.028, -0.404, -0.175, -0.125, -0.005, -0.043, -0.056, -0.023, -0.211, 0.070, 0.115, 0.111, 0.124, -0.095, -0.084, -0.109, -0.323, -0.152, -0.092, 0.962, -0.318, -0.124, -0.094, -0.097, -0.091, -0.114, -0.332, -0.124, -0.108, -0.108, -0.082, -0.130, 0.100, 0.102, 0.095, 0.055, 0.098, 0.092, 0.098, 0.098, 0.093, 0.058, 0.094, 0.105, 0.103, 0.109, 0.078, 0.147, -0.155, 0.421, -0.307, -0.461, -0.205, 0.068, 0.101, 0.151, 0.130, 0.090, 0.110, 0.093, 0.104, 0.126, 0.046, 0.135, -0.179, 0.407, -0.182, -0.174, -0.205, -0.217, 0.031, 0.019, 0.022, 0.029, 0.032, 0.028, 0.031, 0.024, 0.021]}



Version ii
{"formula": "C41H59GeN3O5PSSi2Ti", "method": "ωB97M-V/def2-TZVPD", "s2": 0.764, "e_homo_ev": [-6.8, -7.0], "e_lumo_ev": [-0.3, -0.3], "spin_multiplicity": 2, "gap_ev": [6.50, 6.70], "species": ["Ti", "C", "Si", "C", "C", "C", "C", "C", "C", "C", "C", "H", "H", "H", "H", "H", "H", "H", "H", "H", "H", "H", "H", "H", "H", "H", "H", "H", "H", "H", "H", "H", "O", "S", "O", "N", "C", "O", "C", "C", "C", "C", "C", "C", "H", "H", "H", "H", "C", "C", "C", "C", "C", "C", "Ge", "C", "C", "C", "C", "C", "C", "C", "C", "C", "C", "C", "C", "H", "H", "H", "H", "H", "H", "H", "H", "H", "H", "H", "H", "H", "H", "H", "N", "C", "P", "O", "O", "C", "N", "H", "H", "H", "H", "H", "H", "H", "H", "H", "H", "C", "Si", "C", "C", "C", "C", "H", "H", "H", "H", "H", "H", "H", "H", "H"], "positions_angstrom": [[-0.2786, 0.0496, 0.3901], [-0.7642, -3.3244, 1.5755], [-1.4406, -2.3216, 0.1068], [-1.1578, -3.4435, -1.4446], [-1.9320, -2.9589, -2.6708], [0.3427, -3.4007, -1.7671], [-1.5187, -4.9109, -1.1745], [-3.3345, -2.0620, 0.4906], [-4.1768, -3.3246, 0.2829], [-3.9132, -0.9286, -0.3586], [-3.4701, -1.6478, 1.9607], [-1.3542, -4.2240, 1.7742], [-0.7440, -2.7273, 2.4888], [0.2665, -3.6367, 1.3830], [-1.7090, -1.9127, -2.8916], [-3.0118, -3.0599, -2.5431], [-1.6551, -3.5598, -3.5471], [0.6774, -2.3909, -2.0126], [0.5583, -4.0499, -2.6255], [0.9380, -3.7651, -0.9257], [-2.5835, -5.0568, -0.9903], [-0.9711, -5.3112, -0.3204], [-1.2507, -5.5180, -2.0480], [-4.2272, -3.6267, -0.7639], [-5.2053, -3.1493, 0.6232], [-3.7817, -4.1641, 0.8584], [-3.8038, -1.1073, -1.4315], [-3.3986, 0.0077, -0.1123], [-4.9821, -0.7983, -0.1391], [-3.1209, -2.4297, 2.6365], [-4.5220, -1.4466, 2.2008], [-2.9035, -0.7389, 2.1796], [-0.7852, -1.3014, 6.6705], [-0.3074, -0.1361, 5.9889], [0.7477, 0.6344, 6.5868], [0.0960, -0.4939, 4.4324], [-0.6562, 0.1644, 3.6043], [-0.5204, 0.1293, 2.3348], [-1.7147, 1.0241, 4.2101], [-2.6497, 1.8268, 3.5805], [-3.5428, 2.5284, 4.3807], [-3.4913, 2.4309, 5.7691], [-2.5376, 1.6356, 6.3968], [-1.6625, 0.9456, 5.5864], [-2.6671, 1.9020, 2.5008], [-4.2909, 3.1623, 3.9224], [-4.2014, 2.9859, 6.3679], [-2.4856, 1.5609, 7.4744], [3.8883, -3.7150, 2.1089], [3.7920, -2.6743, 3.0216], [3.3943, -1.4114, 2.6033], [3.0896, -1.1701, 1.2661], [3.1905, -2.2262, 0.3589], [3.5907, -3.4884, 0.7721], [2.3878, 0.5252, 0.5753], [3.6417, 1.0027, -0.9107], [3.2281, 1.1887, -2.2336], [4.1311, 1.5534, -3.2332], [5.4712, 1.7207, -2.9268], [5.9064, 1.5124, -1.6233], [5.0029, 1.1572, -0.6340], [2.7302, 1.9894, 1.8803], [2.2687, 1.8593, 3.1929], [2.3791, 2.8960, 4.1084], [2.9450, 4.1056, 3.7229], [3.4185, 4.2560, 2.4272], [3.3212, 3.2035, 1.5215], [4.1896, -4.7007, 2.4394], [4.0153, -2.8459, 4.0670], [3.3185, -0.6170, 3.3358], [2.9541, -2.0627, -0.6889], [3.6635, -4.2950, 0.0528], [2.1910, 0.9960, -2.4929], [3.7897, 1.6846, -4.2538], [6.1780, 1.9976, -3.6985], [6.9560, 1.6257, -1.3816], [5.3593, 0.9956, 0.3780], [1.8226, 0.9287, 3.5221], [2.0234, 2.7461, 5.1208], [3.0332, 4.9183, 4.4325], [3.8897, 5.1846, 2.1260], [3.7518, 3.3287, 0.5303], [1.0743, 2.9605, -0.9263], [-0.1077, 3.3646, -1.7170], [-1.6378, 2.7060, -0.9511], [-2.4375, 4.0299, -0.6331], [-1.3019, 1.9010, 0.2664], [-2.7753, 1.8980, -2.1277], [-4.1296, 2.3179, -1.7517], [0.9516, 1.9508, -0.5860], [1.2642, 3.5406, -0.1081], [1.9219, 2.8979, -1.5038], [-0.0126, 2.9582, -2.7235], [-0.1917, 4.4493, -1.7452], [-2.5919, 0.8264, -2.1096], [-2.5222, 2.2577, -3.1278], [-3.3941, 3.8269, -0.7724], [-4.5729, 1.6027, -1.1867], [-4.7067, 2.4733, -2.5665], [-1.6862, -0.3433, -5.5645], [-0.0559, 0.2327, -4.8496], [0.2554, 2.0051, -5.4006], [1.3465, -0.8732, -5.3920], [-0.1279, 0.2159, -3.0224], [-0.1696, 0.1543, -1.7955], [-1.6646, -0.3269, -6.6562], [-2.5094, 0.2952, -5.2344], [-1.9054, -1.3631, -5.2448], [0.3143, 2.0754, -6.4888], [1.1943, 2.3880, -4.9927], [-0.5514, 2.6691, -5.0753], [1.4544, -0.8842, -6.4787], [1.1689, -1.8967, -5.0558], [2.2906, -0.5396, -4.9568]], "lowdin_charge": [0.658, -0.199, 0.707, -0.645, -0.108, -0.117, -0.100, -0.646, -0.101, -0.126, -0.102, 0.031, 0.014, 0.022, 0.038, 0.065, 0.084, 0.045, 0.084, 0.060, 0.059, 0.072, 0.082, 0.062, 0.082, 0.079, 0.071, 0.045, 0.087, 0.083, 0.088, 0.050, -0.285, 0.641, -0.298, 0.017, -0.493, -0.193, -0.133, -0.002, -0.063, -0.065, -0.026, -0.204, 0.101, 0.103, 0.106, 0.123, -0.093, -0.079, -0.095, -0.319, -0.136, -0.097, 0.962, -0.310, -0.151, -0.093, -0.092, -0.079, -0.109, -0.301, -0.111, -0.062, -0.091, -0.100, -0.152, 0.099, 0.104, 0.088, 0.093, 0.101, 0.051, 0.093, 0.101, 0.104, 0.110, 0.063, 0.102, 0.100, 0.097, 0.086, 0.116, -0.165, 0.642, -0.144, -0.390, -0.281, -0.014, 0.003, 0.148, 0.126, 0.078, 0.113, 0.057, 0.102, 0.072, 0.073, 0.091, -0.174, 0.408, -0.187, -0.165, -0.239, -0.249, 0.034, 0.023, 0.021, 0.034, 0.019, 0.017, 0.035, 0.034, 0.022]}



Least stable: version ii



Version i
{"formula": "C5H4N", "method": "ωB97M-V/def2-TZVPD", "e_homo_ev": [-15.0, -14.5], "e_lumo_ev": [-8.8, -6.6], "total_charge": 1, "spin_multiplicity": 1, "gap_ev": [6.13, 7.91], "species": ["C", "C", "C", "C", "C", "N", "H", "H", "H", "H"], "positions_angstrom": [[1.2021, 0.7101, -4.4065], [0.9596, 1.3648, -3.4280], [0.2315, 1.7086, -0.2889], [-0.0799, 0.7165, 0.6106], [-0.3696, -0.5664, 1.1277], [-0.1297, 2.0524, 0.9346], [1.0355, -0.1828, -4.8959], [0.4805, -1.1124, 1.6573], [-0.5308, -1.3162, 0.3662], [-1.1835, -0.4820, 1.8853]], "lowdin_charge": [0.013, 0.057, 0.266, -0.130, 0.026, 0.327, 0.013, 0.167, 0.117, 0.143]}



Version ii
{"formula": "C5H4N", "method": "ωB97M-V/def2-TZVPD", "smiles": "C=CC#CC#[NH+]", "e_homo_ev": -14.8, "e_lumo_ev": -6.3, "total_charge": 1, "spin_multiplicity": 1, "gap_ev": 8.56, "species": ["C", "C", "C", "C", "C", "N", "H", "H", "H", "H"], "positions_angstrom": [[-1.8768, -0.1707, -0.0094], [-1.4289, 1.0693, 0.0965], [0.1865, -1.3850, 0.2796], [-1.0949, -1.1566, -0.0724], [0.8928, -0.3130, -0.2205], [-0.3428, 1.5334, 0.0775], [0.7736, -2.1330, 0.8044], [1.7414, -0.0855, 0.3753], [0.9839, 0.2111, -1.2215], [0.1651, 2.4299, -0.1095]], "lowdin_charge": [0.085, -0.026, -0.060, 0.111, 0.070, 0.247, 0.149, 0.089, 0.149, 0.186]}



Least stable: version i